[1]
Density functional theory data (ωB97M-V/def2-TZVPD) for a single ClFIPS molecule in a non-equilibrium geometry.

For the HOMO energy (alpha / beta), the calculation gives -9.0 / -8.3 eV. Its molar mass is 244.4 g mol⁻¹. Its gap between HOMO and LUMO (alpha / beta) is 7.18 / 5.73 eV. Its energy relative to the best compared isomer or geometry (same formula, charge and spin) is 72.67 kcal/mol. The charge is 0.

Last column: Löwdin charge in e.
Element x y z (Å)
F 1.44080 -1.62822 0.73322  -0.456
P 0.68602 -1.34378 -0.69699  0.296
S -3.78988 0.82396 -1.05601  -0.266
Cl 1.16492 0.51907 -1.13430  0.123
I -2.05078 -0.25704 0.12790  0.303

[2]
Density functional theory data (ωB97M-V/def2-TZVPD) for a single C5H7N3O3S molecule in a non-equilibrium geometry.

The spin multiplicity is 3. For the HOMO energy (alpha / beta), the calculation gives -5.9 / -10.4 eV. As for the expectation value of S²: 2.012. Its molar mass is 189.2 g mol⁻¹. Its gap between HOMO and LUMO (alpha / beta) is 6.55 / 7.51 eV. Its energy relative to the best compared isomer or geometry (same formula, charge and spin) is 0.00 kcal/mol. The charge is 0.

Last column: Löwdin charge in e.
Element x y z (Å)
C 0.20186 -0.96104 -1.44006  -0.178
C 2.53501 -0.06304 -0.78867  -0.567
C -1.81315 0.17955 1.36958  -0.542
C 1.11316 -0.49146 -0.34312  -0.280
C -2.68173 0.46506 2.60079  0.025
N -0.64297 -0.12316 -1.90377  -0.032
N -0.76176 0.98081 -1.16268  -0.261
N 2.56006 0.36952 -2.06937  0.189
O 3.51046 -0.33167 -0.12702  0.081
O -0.57367 0.76653 1.47928  -0.274
O -2.03134 -0.51805 0.39927  0.063
S 0.25848 1.13928 -0.04830  1.115
H 0.44808 -1.73430 -2.09054  0.107
H 1.14941 -1.20934 0.48895  0.135
H -3.67466 0.36941 2.28601  0.060
H -2.56529 -0.42588 3.26943  0.107
H -2.36208 1.40321 3.10651  0.100
H 1.86935 -0.06935 -2.53496  0.029
H 3.46077 0.25392 -2.49133  0.123

[3]
Density functional theory data (ωB97M-V/def2-TZVPD) for a single C4H8O2 molecule in a non-equilibrium geometry.

For the HOMO energy, the calculation gives -10.5 eV. Its molar mass is 88.1 g mol⁻¹. Its gap between HOMO and LUMO is 11.31 eV. Its energy relative to the best compared isomer or geometry (same formula, charge and spin) is 6.08 kcal/mol. The charge is 0. As for the SMILES: CCCC(=O)O.

Last column: Löwdin charge in e.
Element x y z (Å)
O -1.49045 -0.27759 2.47104  0.116
C -0.84150 -0.65573 1.54003  -0.531
O -0.91184 -1.91590 1.00905  0.088
C 0.15258 0.18363 0.80648  -0.120
C -0.15685 0.46310 -0.67675  -0.249
C 1.10908 0.63156 -1.52586  -0.107
H -1.77101 -2.27898 1.23570  0.115
H 1.10735 -0.34748 0.78266  0.125
H 0.13008 1.14151 1.35598  0.132
H -0.69811 -0.39320 -1.09674  0.105
H -0.79970 1.36193 -0.73245  0.117
H 1.63830 1.47817 -1.10782  0.072
H 0.80521 0.86116 -2.53447  0.066
H 1.72687 -0.25219 -1.52686  0.071

[4]
Density functional theory data (ωB97M-V/def2-TZVPD) for a single C3H4N4O4 molecule in a non-equilibrium geometry.

For the HOMO energy, the calculation gives -10.5 eV. Its molar mass is 160.1 g mol⁻¹. Its gap between HOMO and LUMO is 10.17 eV. Its energy relative to the best compared isomer or geometry (same formula, charge and spin) is 34.10 kcal/mol. The charge is 0. As for the SMILES: O=[N+]([O-])[C@@H]1CN([N+](=O)[O-])C=N1.

Last column: Löwdin charge in e.
Element x y z (Å)
C -0.17236 0.50835 -1.36339  -0.096
C -0.14157 0.43267 0.95235  0.031
C 1.29288 -0.21613 0.07214  -0.185
N 0.99332 0.07006 -1.20343  0.105
N -0.78692 0.81494 -0.21276  -0.026
N 1.62145 -1.66096 0.25881  -0.410
N -2.18596 0.79724 -0.13810  -0.401
O 1.14115 -2.39701 -0.54528  0.103
O 2.23109 -1.98636 1.22471  0.094
O -2.77640 0.77688 -1.16767  0.124
O -2.59352 0.89515 0.96580  0.126
H -0.55253 0.67118 -2.34821  0.147
H -0.70537 -0.18936 1.51778  0.084
H 0.40244 1.27400 1.48698  0.146
H 2.23230 0.20934 0.50025  0.159

[5]
Density functional theory data (ωB97M-V/def2-TZVPD) for 9 unconnected molecules or ions with the total composition C33H52F2O7 in a non-equilibrium geometry.

For the HOMO energy, the calculation gives -8.9 eV. Its molar mass is 598.8 g mol⁻¹. Its gap between HOMO and LUMO is 9.34 eV. The charge is 0. As for the SMILES: Fc1ccccc1.Fc1ccccc1.CC(C)=O.CC(C)=O.CC(C)=O.CC(C)=O.CC(C)=O.CC(C)=O.CC(C)=O.

Last column: Löwdin charge in e.
Element x y z (Å)
C -6.36185 -0.49596 -2.66149  -0.019
C -4.88538 -0.41813 -3.09071  -0.474
O -4.55289 -0.38469 -4.27090  0.047
C -3.90445 -0.25039 -1.95749  -0.024
H -6.94107 -0.42956 -3.57257  0.071
H -6.61351 0.40722 -2.08510  0.087
H -6.66835 -1.32197 -1.93452  0.074
H -4.22182 -0.79248 -1.08470  0.056
H -3.87783 0.81280 -1.70842  0.091
H -2.92314 -0.59691 -2.32465  0.087
C 3.55230 1.49401 -3.25935  -0.018
C 2.63084 0.63331 -4.06431  -0.505
O 2.85343 -0.45109 -4.50105  0.092
C 1.39011 1.40432 -4.39050  -0.023
H 2.93727 2.11211 -2.61794  0.055
H 4.20692 2.18182 -3.76139  0.088
H 4.10318 0.84903 -2.57210  0.087
H 0.66885 0.92251 -5.06157  0.091
H 1.71787 2.32435 -4.81881  0.076
H 0.88505 1.71060 -3.45766  0.092
C 5.25233 -3.13577 -1.14230  -0.005
C 3.81779 -2.59733 -1.65074  -0.464
O 3.19383 -1.92814 -0.91251  0.073
C 3.34572 -3.02175 -3.02681  -0.019
H 5.15775 -3.60993 -0.15857  0.072
H 5.88317 -2.30250 -1.06391  0.041
H 5.63936 -3.92575 -1.82984  0.077
H 3.98867 -2.62658 -3.73703  0.054
H 2.33480 -2.69383 -3.18981  0.064
H 3.40547 -4.10429 -3.08441  0.081
C -5.71565 -3.80136 -0.34002  -0.006
C -6.26270 -2.58974 0.42387  -0.524
O -7.20158 -1.96845 0.05780  0.059
C -5.47225 -2.16004 1.64965  -0.024
H -4.63461 -3.66762 -0.41868  0.083
H -6.22038 -3.97317 -1.25785  0.069
H -5.88482 -4.68689 0.24347  0.078
H -5.45893 -1.01079 1.64962  0.109
H -4.48282 -2.57302 1.72948  0.058
H -6.08189 -2.45893 2.54490  0.098
C 3.70293 4.27912 -0.42834  -0.031
C 2.68209 3.43379 0.22651  -0.480
O 1.58291 3.24270 -0.34626  0.001
C 2.96483 2.80923 1.57884  -0.028
H 3.79511 5.05798 0.28010  0.071
H 3.27909 4.69321 -1.33746  0.083
H 4.65831 3.74844 -0.71567  0.114
H 3.39201 3.61636 2.22117  0.087
H 3.78508 2.07001 1.43821  0.103
H 2.11071 2.53490 2.19193  0.062
C -0.31320 6.09943 1.52501  -0.002
C -0.01766 5.31890 2.81920  -0.428
O 1.08220 4.90001 3.14981  0.038
C -1.20385 5.15706 3.80847  -0.001
H -1.25054 6.68752 1.63863  0.093
H -0.53282 5.36822 0.79378  0.063
H 0.56269 6.60705 1.20125  0.070
H -1.16437 5.87238 4.63459  0.093
H -0.91194 4.23449 4.29116  0.055
H -2.12580 5.19106 3.34516  0.046
C -2.01383 1.06239 1.12779  -0.015
C -1.20790 -0.17630 0.87929  -0.473
O -1.76385 -1.24241 0.71895  0.034
C 0.33127 -0.10203 0.85533  0.008
H -3.06160 0.97526 0.76646  0.080
H -1.53261 1.88009 0.64877  0.059
H -2.00494 1.34576 2.22661  0.098
H 0.72991 -0.01405 1.88892  0.067
H 0.76773 0.70400 0.21806  0.081
H 0.70913 -1.08092 0.52297  0.070
F -0.90614 1.32682 4.64135  0.022
C 0.45553 1.14325 4.80824  -0.262
C 1.25920 2.14862 5.28282  -0.040
C 2.59014 1.89024 5.39665  -0.111
C 3.11046 0.66799 5.05703  -0.080
C 2.24957 -0.42147 4.68014  -0.041
C 0.91992 -0.10867 4.54622  -0.055
H 0.79197 3.06175 5.60300  0.113
H 3.22764 2.80017 5.61167  0.135
H 4.21345 0.47073 5.04123  0.116
H 2.69167 -1.30982 4.36720  0.086
H 0.15312 -0.81820 4.40645  0.114
F 1.98765 -6.51179 -1.25844  0.039
C 1.06754 -5.61099 -1.67088  -0.293
C 0.43608 -4.90094 -0.68160  -0.005
C -0.30274 -3.80657 -1.11252  -0.060
C -0.44751 -3.60594 -2.48405  -0.098
C 0.08761 -4.43281 -3.45582  -0.103
C 0.87731 -5.47041 -3.05144  -0.039
H 0.61885 -5.26030 0.32151  0.120
H -0.77866 -3.06155 -0.49886  0.075
H -1.09042 -2.75451 -2.75844  0.105
H -0.13928 -4.36885 -4.50766  0.110
H 1.29719 -6.21543 -3.74411  0.128

[6]
Density functional theory data (ωB97M-V/def2-TZVPD) for 2 unconnected molecules or ions with the total composition C3H8NO2 in a non-equilibrium geometry.

For the HOMO energy, the calculation gives -15.3 eV. Its molar mass is 90.1 g mol⁻¹. Its gap between HOMO and LUMO is 10.51 eV. Its energy relative to the best compared isomer or geometry (same formula, charge and spin) is 42.04 kcal/mol. The charge is +1.

Last column: Löwdin charge in e.
Element x y z (Å)
O -1.51015 0.38646 -0.70847  0.052
C -2.43375 -0.13692 -0.13856  -0.330
O -2.80840 -1.37335 -0.47874  0.088
H -2.90987 0.27579 0.74923  0.152
H -3.76461 -1.47591 -0.71231  0.157
C 1.67454 1.31846 -0.25823  0.019
C 1.59837 -0.99629 0.66066  0.179
N 1.09066 0.01061 0.08190  -0.001
H 1.29138 1.64760 -1.21695  0.110
H 2.75244 1.18695 -0.22550  0.104
H 1.38104 2.04562 0.49921  0.113
H 2.53610 -0.95911 1.20665  0.129
H 1.03829 -1.92487 0.61356  0.127
H 0.06397 -0.00503 -0.07245  0.101

[7]
Density functional theory data (ωB97M-V/def2-TZVPD) for a molecular structure, C20H25N6ORuS3Se3Te.

The spin multiplicity is 2. For the HOMO energy (alpha / beta), the calculation gives -6.1 / -6.1 eV. As for the expectation value of S²: 0.761. Its molar mass is 927.2 g mol⁻¹. Its gap between HOMO and LUMO (alpha / beta) is 6.21 / 6.09 eV. Its energy relative to the best compared isomer or geometry (same formula, charge and spin) is 3.14 kcal/mol. The charge is 0.

Last column: Löwdin charge in e.
Element x y z (Å)
Ru -0.11844 -1.29521 0.27987  0.712
C -3.10954 -1.51780 2.43333  -0.142
C -3.05482 -2.08112 1.05512  -0.677
N -2.09435 -1.94827 0.17756  -0.113
C -2.47049 -2.40740 -1.07481  -0.380
C -3.71615 -2.93483 -1.13130  -0.334
S -4.45079 -2.84248 0.40699  1.091
C -1.55695 -2.19090 -2.19093  -0.377
C -1.65086 -2.70648 -3.44214  -0.329
S -0.37679 -2.10096 -4.40727  1.087
C 0.22100 -1.19178 -3.07541  -0.628
N -0.48713 -1.33883 -1.99633  -0.043
C 1.44992 -0.36097 -3.18094  -0.065
H -2.21487 -0.93789 2.64330  0.027
H -3.16319 -2.32054 3.16837  0.060
H -3.99772 -0.89037 2.52469  0.082
H -4.21467 -3.35379 -1.98806  0.083
H -2.37860 -3.40238 -3.82267  0.082
H 1.89312 -0.44491 -4.17174  0.074
H 2.16663 -0.68786 -2.42722  0.069
H 1.20962 0.68375 -2.98161  0.077
Se 0.16104 -2.39289 2.52228  0.058
Se -1.06245 -4.41654 2.54932  -0.136
Te -0.58284 -5.30841 0.18175  0.297
Se 0.95859 -3.43991 -0.34329  0.003
O 1.96422 -0.83504 -0.12402  -0.440
N 2.82900 -0.93402 0.89937  -0.200
C 3.95822 -1.63266 0.67106  -0.038
C 4.90771 -1.76762 1.64379  -0.053
C 4.66672 -1.18207 2.89168  -0.063
C 3.49683 -0.50422 3.11308  -0.085
C 2.52352 -0.37089 2.10496  -0.724
S 1.00518 0.37722 2.29897  0.585
H 4.02029 -2.05879 -0.31802  0.129
H 5.80516 -2.33081 1.43845  0.106
H 5.39004 -1.28506 3.68956  0.109
H 3.26403 -0.07226 4.07504  0.107
C 1.49769 4.12380 -0.74869  -0.161
C 2.06313 2.76448 -0.39864  -0.189
N 1.05161 1.74963 -0.63146  0.050
C -0.24996 1.91615 -0.27340  -0.405
N -0.97818 0.85044 -0.07643  -0.019
C -2.41591 1.01847 0.10132  -0.224
C -2.94665 2.36641 -0.34921  -0.158
C -2.06959 3.44177 0.24898  -0.164
N -0.71090 3.21077 -0.20205  -0.045
C 0.21591 4.30926 0.03736  -0.158
H 1.28668 4.17765 -1.81893  0.119
H 2.20626 4.91367 -0.49859  0.116
H 2.38807 2.75006 0.65024  0.111
H 2.92894 2.51987 -1.01579  0.122
H 1.38448 0.80078 -0.46429  0.045
H -2.66817 0.86908 1.15775  0.106
H -2.93192 0.23577 -0.45978  0.101
H -3.98607 2.48131 -0.03870  0.117
H -2.91189 2.44595 -1.43866  0.121
H -2.13115 3.42495 1.34633  0.134
H -2.36569 4.43922 -0.08132  0.120
H 0.44720 4.38436 1.10931  0.132
H -0.29400 5.23110 -0.24814  0.120